[1]
Below is a 7-piece molecular cluster, C35H68F9O17P overall, with properties calculated with wB97M-V/def2-TZVPD.

Cartesian coordinates (Å):
C  -0.132  -0.177  -5.288
C  -1.334  0.047  -4.377
C  -0.995  0.844  -3.114
C  -1.972  2.009  -2.950
C  -1.922  2.752  -1.616
C  -2.252  1.958  -0.315
C  -3.459  1.100  -0.664
O  -3.057  -0.130  -1.225
C  -4.231  -0.833  -1.600
C  -3.931  -2.198  -2.237
O  -2.569  -2.320  -2.516
C  -2.298  -3.438  -3.327
C  -0.988  -3.281  -4.050
C  -1.088  1.229  0.442
C  0.310  1.262  -0.225
O  1.265  1.803  0.649
C  2.497  2.052  -0.027
C  2.501  3.475  -0.545
C  -1.441  -0.122  1.093
O  -2.572  -0.393  1.470
C  -0.325  -1.175  1.451
F  -0.847  -1.961  2.407
F  0.767  -0.584  1.992
C  0.106  -2.089  0.261
F  -0.309  -1.590  -0.908
F  -0.479  -3.297  0.408
C  1.624  -2.368  0.160
F  2.334  -1.240  0.001
F  1.797  -3.113  -0.954
C  2.203  -3.163  1.334
O  1.576  -3.521  2.299
O  3.492  -3.426  1.133
O  -0.920  1.971  1.683
C  -2.144  2.425  2.058
O  -2.637  2.354  3.153
C  -2.671  3.058  0.737
C  -1.930  4.417  0.687
F  -1.880  4.929  1.933
F  -2.532  5.312  -0.114
F  -0.655  4.306  0.275
P  -4.461  3.435  0.963
O  -4.713  4.693  1.664
O  -5.103  2.215  1.764
O  -5.108  3.497  -0.506
H  0.151  0.771  -5.732
H  0.712  -0.600  -4.760
H  -0.436  -0.817  -6.107
H  -1.844  -0.880  -4.151
H  -2.035  0.643  -4.955
H  -0.010  1.278  -3.257
H  -1.001  0.221  -2.232
H  -2.976  1.713  -3.235
H  -1.672  2.740  -3.697
H  -0.957  3.237  -1.585
H  -2.643  3.555  -1.683
H  -4.114  1.603  -1.370
H  -4.050  0.865  0.220
H  -4.809  -0.968  -0.688
H  -4.779  -0.214  -2.307
H  -4.505  -2.260  -3.161
H  -4.287  -2.955  -1.547
H  -2.247  -4.349  -2.730
H  -3.107  -3.585  -4.043
H  -0.225  -2.875  -3.402
H  -1.073  -2.620  -4.904
H  -0.668  -4.249  -4.416
H  0.304  1.868  -1.122
H  0.631  0.268  -0.511
H  3.279  1.903  0.699
H  2.643  1.365  -0.859
H  2.177  4.104  0.274
H  3.474  3.764  -0.912
H  1.761  3.586  -1.329
H  3.836  -3.710  1.987
H  -5.943  1.955  1.376
H  -5.932  3.977  -0.367
C  -7.674  -4.953  1.154
C  -6.377  -4.881  0.371
O  -6.102  -3.552  -0.073
H  -8.506  -4.600  0.543
H  -7.883  -5.975  1.473
H  -7.626  -4.317  2.041
H  -6.433  -5.501  -0.522
H  -5.541  -5.237  0.982
H  -6.035  -2.992  0.705
C  2.194  1.563  4.420
C  3.280  1.008  3.519
O  3.997  2.050  2.856
H  1.498  2.168  3.839
H  1.639  0.759  4.906
H  2.623  2.204  5.195
H  2.842  0.388  2.738
H  3.983  0.394  4.094
H  4.401  2.606  3.527
C  -0.650  6.020  4.942
C  0.488  5.210  5.535
O  1.168  5.923  6.568
H  -0.277  6.961  4.538
H  -1.149  5.470  4.146
H  -1.391  6.264  5.707
H  1.233  4.983  4.773
H  0.113  4.263  5.938
H  0.527  6.121  7.256
C  6.663  1.695  0.084
C  6.589  1.810  -1.430
O  5.704  2.864  -1.823
H  5.673  1.508  0.502
H  7.329  0.884  0.383
H  7.030  2.625  0.528
H  6.208  0.892  -1.865
H  7.584  2.000  -1.850
H  6.041  3.682  -1.449
C  7.093  -1.306  -5.579
C  7.562  -0.996  -4.170
O  6.466  -0.715  -3.300
H  6.520  -0.469  -5.980
H  7.938  -1.502  -6.240
H  6.440  -2.182  -5.585
H  8.197  -0.112  -4.164
H  8.138  -1.835  -3.766
H  5.899  -1.490  -3.283
C  -0.127  -6.571  4.632
C  0.803  -7.055  3.535
O  0.596  -6.344  2.320
H  -1.167  -6.682  4.323
H  0.027  -7.132  5.556
H  0.041  -5.512  4.840
H  0.623  -8.106  3.317
H  1.849  -6.947  3.846
H  0.766  -5.413  2.496

Calculated values
* SMILES string: CCCCC[C@@]1(COCCOCC)[C@](COCC)(C(=O)C(F)(F)C(F)(F)C(F)(F)C(=O)O)OC(=O)[C@]1(C(F)(F)F)P(=O)(O)O.CCO.CCO.CCO.CCO.CCO.CCO
* energy above the lowest of the compared OMol25 structures with the same formula, charge and spin: 0.0 kcal/mol
* charge: 0


[2]
Below is a 5-piece molecular cluster, C35H69BrIN3O21P5 overall, with properties calculated with wB97M-V/def2-TZVPD.

Cartesian coordinates (Å):
C  -0.482  4.661  -1.128
C  0.957  5.174  -1.090
O  1.857  4.128  -1.482
C  2.640  3.654  -0.469
N  2.074  3.396  0.665
C  2.924  2.885  1.608
C  2.403  2.531  2.877
C  0.917  2.696  3.114
N  0.125  1.621  2.492
C  3.231  2.048  3.852
C  2.621  1.681  5.203
O  2.308  2.582  5.993
O  2.481  0.440  5.355
C  4.631  1.883  3.631
C  5.413  1.373  4.818
Br  6.550  2.880  5.439
C  6.321  0.168  4.575
C  5.620  -0.974  3.802
C  5.143  2.197  2.389
P  6.940  1.994  2.044
O  6.977  1.124  0.643
I  7.670  4.278  1.424
C  4.289  2.698  1.367
N  4.833  2.987  0.151
C  4.024  3.446  -0.760
C  4.604  3.706  -2.123
C  4.536  2.392  -2.964
C  3.168  1.745  -2.872
C  2.965  0.497  -3.747
C  1.790  -0.305  -3.138
C  0.588  0.570  -2.776
C  -0.684  -0.205  -2.423
O  -0.758  -0.279  -0.995
C  -1.954  0.260  -0.471
H  -1.170  5.391  -1.560
H  -0.495  3.800  -1.798
H  -0.856  4.370  -0.148
H  1.048  5.940  -1.864
H  1.225  5.625  -0.138
H  0.690  2.827  4.168
H  0.623  3.623  2.616
H  0.296  1.670  1.491
H  0.520  0.730  2.780
H  4.769  1.147  5.657
H  6.569  -0.229  5.563
H  7.279  0.442  4.144
H  4.595  -0.736  3.526
H  6.234  -1.261  2.945
H  5.582  -1.859  4.438
H  6.402  0.353  0.708
H  4.036  4.463  -2.664
H  5.645  3.990  -1.982
H  5.311  1.743  -2.548
H  4.821  2.664  -3.981
H  2.440  2.482  -3.216
H  2.930  1.440  -1.853
H  3.869  -0.114  -3.689
H  2.724  0.740  -4.784
H  2.196  -0.792  -2.245
H  1.468  -1.108  -3.807
H  0.780  1.212  -1.916
H  0.427  1.259  -3.615
H  -1.533  0.411  -2.735
H  -0.719  -1.201  -2.869
H  -2.799  -0.384  -0.746
H  -2.173  1.267  -0.843
H  -1.854  0.268  0.612
C  -8.735  -2.509  3.023
O  -7.396  -2.831  2.630
P  -6.585  -1.780  1.585
O  -6.806  -2.730  0.431
O  -5.156  -1.903  2.270
C  -4.644  -3.170  2.678
O  -6.067  -0.551  0.611
C  -7.057  0.053  -0.237
H  -9.093  -3.306  3.670
H  -8.771  -1.567  3.575
H  -9.383  -2.443  2.144
H  -4.994  -3.976  2.034
H  -4.928  -3.369  3.711
H  -3.560  -3.107  2.619
H  -7.952  0.310  0.327
H  -7.316  -0.623  -1.050
H  -6.630  0.964  -0.650
C  -12.620  -2.085  -0.577
O  -12.494  -0.716  -0.148
P  -12.643  0.498  -1.272
O  -11.224  0.917  -1.424
O  -13.474  1.407  -0.226
C  -12.937  1.646  1.071
O  -13.399  1.340  -2.446
C  -13.145  0.942  -3.807
H  -12.471  -2.720  0.291
H  -13.614  -2.276  -0.987
H  -11.861  -2.322  -1.325
H  -11.847  1.669  1.051
H  -13.279  0.882  1.768
H  -13.310  2.614  1.399
H  -13.245  -0.135  -3.937
H  -12.144  1.256  -4.102
H  -13.881  1.437  -4.435
C  1.443  -7.470  3.860
O  0.446  -7.744  2.859
P  -0.830  -6.724  2.737
O  -1.964  -7.438  3.359
O  -0.849  -6.723  1.135
C  -1.025  -7.955  0.445
O  -1.150  -5.157  2.776
C  -1.182  -4.530  4.077
H  2.192  -8.256  3.806
H  1.927  -6.509  3.677
H  0.996  -7.472  4.857
H  -1.648  -8.645  1.016
H  -0.056  -8.413  0.241
H  -1.514  -7.730  -0.500
H  -0.310  -4.799  4.672
H  -2.090  -4.818  4.604
H  -1.179  -3.453  3.930
C  10.861  -0.224  -3.754
O  9.911  -0.016  -4.816
P  9.137  1.432  -4.899
O  7.779  1.173  -4.389
O  9.253  1.495  -6.504
C  8.693  0.439  -7.275
O  9.377  3.021  -4.833
C  9.452  3.611  -3.513
H  11.249  -1.234  -3.849
H  11.691  0.481  -3.829
H  10.376  -0.119  -2.781
H  7.816  0.012  -6.787
H  9.437  -0.340  -7.446
H  8.398  0.860  -8.235
H  10.124  3.054  -2.862
H  8.459  3.648  -3.068
H  9.836  4.621  -3.630

Calculated values
* charge: -1


[3]
Below is a 6-piece molecular cluster, C35H70Br11FN2O5PS overall, with properties calculated with wB97M-V/def2-TZVPD.

Cartesian coordinates (Å):
C  -2.498  -0.624  2.447
C  -2.053  -1.740  1.405
N  -0.666  -2.063  1.708
C  0.171  -2.659  0.705
C  0.417  -4.091  1.284
F  0.995  -4.996  0.380
C  -0.876  -4.825  1.766
C  -0.540  -6.291  2.220
C  -0.353  -2.869  -0.721
C  -0.057  -1.526  -1.606
P  0.723  -1.781  -3.249
O  2.224  -1.115  -3.382
O  0.883  -3.388  -3.634
S  -0.377  -1.001  -4.642
C  0.746  -0.720  -0.501
C  1.556  0.554  -0.892
C  0.898  1.501  -1.934
C  -0.528  2.055  -1.645
C  -1.356  2.252  -2.983
C  -2.643  1.377  -3.081
C  -3.709  1.675  -1.985
C  -4.616  0.435  -1.751
O  -4.969  0.286  -0.376
C  -5.872  -0.810  -0.227
N  1.348  -1.623  0.594
C  2.637  -1.999  -0.049
C  3.404  -3.266  0.410
O  3.573  -4.094  -0.368
Br  4.183  -3.582  2.169
O  1.302  -0.705  1.628
C  2.290  -0.831  2.656
C  2.181  0.373  3.608
C  1.843  1.656  2.764
C  1.250  0.242  4.864
C  0.112  1.329  4.968
C  0.560  -1.134  5.113
H  -3.193  -1.006  3.208
H  -2.971  0.215  1.912
H  -1.563  -0.209  2.865
H  -2.253  -1.306  0.417
H  -2.700  -2.616  1.632
H  -0.489  -2.390  2.646
H  1.106  -4.038  2.154
H  -1.333  -4.328  2.634
H  -1.579  -4.889  0.915
H  -0.860  -6.428  3.271
H  -1.065  -7.032  1.598
H  0.546  -6.492  2.223
H  -1.437  -2.988  -0.870
H  0.102  -3.638  -1.365
H  -1.018  -1.000  -1.685
H  2.656  -1.464  -4.180
H  1.821  -3.579  -3.805
H  -0.116  -0.215  -0.020
H  2.569  0.336  -1.284
H  1.702  1.138  0.036
H  0.901  1.090  -2.961
H  1.572  2.381  -1.989
H  -0.462  3.068  -1.202
H  -1.163  1.460  -0.961
H  -1.652  3.310  -3.116
H  -0.750  1.957  -3.862
H  -3.115  1.626  -4.052
H  -2.423  0.293  -3.097
H  -3.294  2.035  -1.026
H  -4.372  2.463  -2.391
H  -4.083  -0.503  -2.044
H  -5.537  0.491  -2.366
H  -5.756  -1.541  -1.054
H  -6.915  -0.442  -0.289
H  -5.685  -1.299  0.743
H  3.346  -1.161  0.150
H  2.590  -2.040  -1.150
H  2.188  -1.818  3.150
H  3.342  -0.815  2.293
H  3.203  0.565  3.990
H  2.027  2.503  3.448
H  2.618  1.745  1.985
H  0.829  1.639  2.364
H  1.870  0.438  5.763
H  0.623  2.289  5.154
H  -0.556  1.088  5.815
H  -0.512  1.389  4.062
H  0.258  -1.149  6.180
H  -0.388  -1.153  4.545
H  1.197  -2.023  4.974
Br  6.854  0.429  3.276
C  6.836  -0.674  1.673
C  7.066  0.147  0.432
Br  5.465  1.144  -0.065
H  5.886  -1.200  1.665
H  7.643  -1.392  1.811
H  7.278  -0.497  -0.420
H  7.866  0.873  0.540
Br  3.497  3.943  0.545
C  2.130  5.280  0.177
C  1.255  5.519  1.380
Br  -0.013  4.057  1.599
H  1.576  4.932  -0.688
H  2.678  6.183  -0.089
H  0.648  6.412  1.240
H  1.808  5.606  2.312
Br  0.211  5.947  -2.584
C  0.864  7.686  -3.174
C  1.974  7.540  -4.180
Br  3.648  7.045  -3.316
H  1.163  8.230  -2.283
H  0.001  8.177  -3.621
H  2.174  8.491  -4.669
H  1.770  6.784  -4.933
Br  -2.084  -4.268  -6.011
C  -0.920  -5.769  -5.591
C  -1.678  -7.070  -5.579
Br  -2.733  -7.260  -3.953
H  -0.445  -5.543  -4.640
H  -0.167  -5.772  -6.378
H  -0.991  -7.914  -5.572
H  -2.364  -7.172  -6.415
Br  -3.522  4.501  0.586
C  -5.136  3.509  1.041
C  -5.403  3.552  2.522
Br  -4.219  2.347  3.493
H  -5.007  2.499  0.660
H  -5.939  4.000  0.493
H  -6.410  3.200  2.740
H  -5.267  4.541  2.951

Calculated values
* energy above the lowest of the compared OMol25 structures with the same formula, charge and spin: 0.0 kcal/mol
* charge: +1


| no. | frontier orbital gap (Ha) | LUMO (eV) |
| --- | --- | --- |
| 1 | 0.351 | 0.0 |
| 2 | 0.183 | -0.1 |
| 3 | 0.316 | -2.3 |